Below is a cluster of 7 separate species, C17H48N4O7 in total, with properties calculated with wB97M-V/def2-TZVPD.

Properties
HOMO in eV: -9.3450
DFT total energy in eV: -38701.3910
Structure (SMILES): NC(N)=O.NC(N)=O.CC(C)O.CC(C)O.CC(C)O.CC(C)O.CC(C)O
Net charge: 0
Kohn-Sham gap in eV: 9.7452

Positions of all 76 atoms, in Å:
N  -29.139  26.010  8.159
C  -30.494  26.137  8.420
N  -31.272  25.942  7.324
O  -30.911  26.390  9.539
H  -28.514  26.491  8.779
H  -28.770  25.526  7.366
H  -30.989  26.157  6.391
H  -32.256  25.875  7.536
N  -25.066  22.221  9.736
C  -24.787  22.925  8.598
N  -25.371  24.164  8.574
O  -24.172  22.473  7.642
H  -25.574  22.604  10.510
H  -24.816  21.250  9.755
H  -25.892  24.558  9.358
H  -25.145  24.796  7.830
C  -25.207  22.677  13.355
C  -25.780  21.584  14.258
C  -26.603  22.101  15.416
O  -26.583  20.685  13.500
H  -26.013  23.391  13.155
H  -24.720  22.355  12.438
H  -24.457  23.253  13.909
H  -24.907  21.083  14.700
H  -27.625  22.390  15.161
H  -26.176  22.978  15.904
H  -26.656  21.269  16.120
H  -26.032  19.969  13.175
C  -31.059  31.402  11.493
C  -30.772  30.064  12.121
C  -29.692  29.273  11.338
O  -30.431  30.235  13.494
H  -31.741  31.306  10.643
H  -30.191  31.910  11.069
H  -31.563  32.014  12.242
H  -31.707  29.492  12.204
H  -28.706  29.717  11.464
H  -30.099  29.284  10.324
H  -29.594  28.216  11.587
H  -30.375  29.360  13.922
C  -20.407  25.861  12.603
C  -21.144  24.940  13.549
C  -21.091  23.483  13.024
O  -20.730  24.981  14.897
H  -19.325  25.694  12.573
H  -20.514  26.930  12.832
H  -20.834  25.852  11.597
H  -22.162  25.344  13.520
H  -20.649  22.876  13.817
H  -20.362  23.381  12.214
H  -22.012  22.994  12.713
H  -19.805  24.714  14.950
C  -26.943  26.638  12.677
C  -26.278  26.321  11.327
C  -24.801  26.045  11.536
O  -26.885  25.119  10.825
H  -28.010  26.797  12.492
H  -26.544  27.520  13.172
H  -26.842  25.705  13.231
H  -26.411  27.151  10.627
H  -24.403  25.613  10.612
H  -24.664  25.265  12.288
H  -24.185  26.910  11.768
H  -27.844  25.232  10.798
C  -30.269  25.699  14.602
C  -31.050  26.897  14.152
C  -32.564  26.674  14.020
O  -30.793  28.012  15.022
H  -30.582  25.257  15.555
H  -29.247  26.061  14.750
H  -30.282  24.881  13.882
H  -30.737  27.083  13.123
H  -33.123  26.576  14.955
H  -32.740  25.702  13.549
H  -33.026  27.479  13.453
H  -30.777  27.619  15.902


Below is a cluster of 7 separate species, C17H48O7 in total, with properties calculated with wB97M-V/def2-TZVPD.

Properties
HOMO in eV: -9.6603
DFT total energy in eV: -32738.2764
Structure (SMILES): CC(C)O.CC(C)O.CC(C)O.CC(C)O.CC(C)O.CO.CO
Net charge: 0
Kohn-Sham gap in eV: 10.0034

Positions of all 72 atoms, in Å:
C  -0.707  -1.707  5.194
C  0.624  -1.633  4.424
C  1.533  -2.775  4.860
O  0.393  -1.688  3.033
H  -1.242  -2.645  5.053
H  -1.346  -0.907  4.802
H  -0.620  -1.461  6.253
H  1.140  -0.703  4.673
H  1.637  -2.844  5.949
H  2.548  -2.534  4.533
H  1.195  -3.774  4.584
H  0.810  -0.907  2.648
C  -2.466  -5.801  -1.674
C  -2.504  -4.473  -2.448
C  -1.456  -3.479  -2.014
O  -2.500  -4.704  -3.855
H  -1.530  -6.335  -1.866
H  -3.254  -6.456  -2.048
H  -2.525  -5.577  -0.611
H  -3.472  -3.997  -2.236
H  -1.580  -2.550  -2.579
H  -0.437  -3.804  -2.241
H  -1.547  -3.189  -0.968
H  -2.646  -5.637  -4.015
C  2.805  1.801  4.239
C  2.319  1.915  2.816
C  2.876  3.109  2.057
O  2.586  0.692  2.127
H  2.258  1.094  4.858
H  2.704  2.762  4.757
H  3.878  1.620  4.339
H  1.220  1.970  2.803
H  3.970  3.096  2.086
H  2.603  4.053  2.535
H  2.551  3.125  1.017
H  2.421  0.778  1.176
C  -3.031  4.471  -1.049
C  -3.181  3.019  -0.636
C  -3.241  2.771  0.867
O  -4.360  2.371  -1.154
H  -2.062  4.855  -0.734
H  -3.812  5.098  -0.610
H  -3.154  4.609  -2.127
H  -2.300  2.471  -0.999
H  -4.137  3.198  1.322
H  -2.338  3.082  1.397
H  -3.336  1.708  1.098
H  -4.347  2.649  -2.082
C  0.069  0.271  -2.384
C  0.178  0.741  -0.935
C  -0.751  0.030  0.061
O  1.473  0.352  -0.462
H  -0.903  0.568  -2.793
H  0.125  -0.815  -2.407
H  0.779  0.805  -3.018
H  -0.040  1.813  -0.872
H  -0.664  0.426  1.073
H  -0.518  -1.036  0.083
H  -1.820  0.050  -0.174
H  2.043  0.219  -1.231
C  5.496  -0.261  -1.517
O  4.096  -0.324  -1.819
H  5.634  -0.646  -0.511
H  5.994  -0.933  -2.219
H  5.918  0.740  -1.601
H  3.974  0.043  -2.701
C  -0.600  2.211  -5.864
O  -0.340  1.058  -6.647
H  -0.594  3.110  -6.482
H  -1.592  2.121  -5.414
H  0.164  2.294  -5.090
H  -1.059  0.428  -6.633


Below is a structure of composition C17H49AsF6N4O7, with properties calculated with wB97M-V/def2-TZVPD.

Properties
HOMO in eV: -14.4498
DFT total energy in eV: -115849.9433
Net charge: +2
Kohn-Sham gap in eV: 10.4288

Positions of all 84 atoms, in Å:
C  -2.269  5.262  -2.285
C  -1.596  5.190  -3.607
C  -0.565  6.262  -3.969
O  0.059  5.848  -5.096
C  1.127  6.692  -5.490
N  -0.893  3.817  -3.654
H  -1.521  3.075  -3.861
H  -0.107  3.831  -4.291
H  -0.553  3.576  -2.705
H  -2.878  6.093  -2.219
H  -1.575  5.422  -1.538
H  -2.828  4.369  -2.085
H  -2.369  5.216  -4.351
H  0.160  6.399  -3.089
H  -1.226  7.158  -4.114
H  0.860  7.754  -5.511
H  1.478  6.426  -6.466
H  2.022  6.534  -4.860
C  1.182  -2.381  4.374
C  0.623  -1.188  3.622
C  -0.062  -0.226  4.608
O  -0.693  0.860  3.882
C  -0.997  2.013  4.748
N  1.703  -0.389  2.904
H  1.985  -0.908  1.482
H  1.328  0.546  2.881
H  2.542  -0.348  3.419
H  1.533  -3.103  3.677
H  0.450  -2.736  5.117
H  2.086  -2.233  4.980
H  -0.041  -1.498  2.774
H  0.631  0.199  5.312
H  -0.785  -0.808  5.287
H  -0.137  2.570  5.007
H  -1.339  1.550  5.702
H  -1.709  2.717  4.255
C  4.295  -3.393  -3.451
C  3.521  -4.059  -2.353
C  4.434  -4.910  -1.521
O  3.580  -5.303  -0.479
C  3.987  -6.403  0.307
N  2.851  -3.097  -1.505
H  2.557  -3.529  -0.669
H  3.433  -2.223  -1.370
H  2.057  -2.719  -2.070
H  3.762  -2.572  -3.974
H  4.768  -4.174  -4.084
H  5.207  -2.934  -2.998
H  2.723  -4.714  -2.714
H  5.293  -4.330  -1.139
H  4.755  -5.790  -2.064
H  3.047  -6.797  0.860
H  4.766  -6.106  0.974
H  4.385  -7.112  -0.335
C  -3.474  -1.139  3.466
C  -3.205  -0.919  1.954
C  -4.144  -1.602  0.948
O  -5.411  -0.968  1.027
C  -6.387  -1.840  0.427
N  -3.175  0.564  1.710
H  -4.114  0.965  1.901
H  -2.566  0.952  2.398
H  -2.908  0.885  0.737
H  -4.465  -0.750  3.786
H  -2.658  -0.666  3.980
H  -3.457  -2.193  3.613
H  -2.179  -1.188  1.710
H  -4.281  -2.684  1.230
H  -3.762  -1.421  -0.038
H  -6.279  -2.840  0.813
H  -6.234  -1.910  -0.689
H  -7.428  -1.517  0.530
As  -1.053  0.975  -0.992
F  -1.927  -0.521  -0.833
F  -0.522  1.047  0.679
F  -0.109  2.446  -1.336
F  -1.744  1.193  -2.626
F  -2.461  1.879  -0.517
F  0.293  0.004  -1.412
O  3.920  0.289  0.944
C  3.438  -0.649  0.104
O  4.081  -0.887  -0.954
O  2.324  -1.151  0.466
H  4.849  0.248  0.721


Below is a structure of composition C17H50LiN10O17, with properties calculated with wB97M-V/def2-TZVPD.

Properties
HOMO (spin up / spin down) in eV: -9.2331 / -9.2318
<S²>: 0.794
DFT total energy in eV: -68353.4220
Multiplicity: 2
Net charge: 0
Kohn-Sham gap (spin up / spin down) in eV: 6.1443 / 4.3098

Positions of all 95 atoms, in Å:
Li  -2.759  -0.812  1.804
C  -0.088  -0.612  -1.306
C  -0.882  -0.723  -0.099
C  -0.483  0.401  1.031
O  -1.194  0.462  2.059
C  0.641  1.146  0.763
C  1.380  1.129  -0.327
C  1.007  0.177  -1.468
O  1.494  0.140  -2.677
O  2.385  1.921  -0.298
O  -1.706  -1.602  0.216
H  -0.489  -1.217  -2.106
H  0.857  1.851  1.553
O  -1.981  -3.074  -3.181
H  -2.416  -2.705  -2.412
H  -2.640  -3.032  -3.873
O  3.916  1.975  -4.229
H  3.175  1.500  -3.852
H  4.647  1.360  -4.174
O  0.004  2.673  -5.236
H  0.507  2.266  -4.531
H  -0.883  2.751  -4.884
O  -3.966  0.806  1.887
H  -4.789  0.880  1.404
H  -3.964  1.561  2.475
O  2.052  3.770  -3.259
H  1.921  3.368  -2.400
H  2.727  3.234  -3.674
O  4.392  3.201  1.793
H  4.678  3.676  1.012
H  3.782  2.541  1.462
C  0.665  0.037  5.194
O  1.454  -0.067  6.145
N  1.132  0.174  4.023
N  -0.637  0.032  5.268
H  2.077  -0.141  3.857
H  0.448  0.357  3.303
H  -1.208  -0.129  4.451
H  -0.948  0.609  6.036
C  0.027  -1.368  -6.056
O  -0.803  -1.903  -6.821
N  0.958  -0.586  -6.504
N  -0.017  -1.463  -4.802
H  1.675  -0.153  -5.940
H  0.926  -0.544  -7.512
H  -0.691  -2.155  -4.508
H  0.696  -1.201  -4.137
C  -2.876  -4.994  2.566
O  -3.308  -5.056  1.402
N  -1.850  -4.205  2.839
N  -3.668  -5.161  3.545
H  -1.323  -4.258  3.699
H  -1.515  -3.794  1.979
H  -4.507  -5.563  3.151
H  -3.565  -4.596  4.376
C  -2.503  3.634  3.240
O  -3.595  3.090  3.179
N  -2.220  4.933  3.411
N  -1.371  3.010  3.197
H  -2.859  5.702  3.553
H  -1.265  5.237  3.537
H  -0.461  3.423  3.347
H  -1.505  2.084  2.816
C  0.397  -4.464  -0.771
O  0.863  -5.587  -0.609
N  0.788  -3.340  -1.300
N  -0.731  -4.170  -0.190
H  0.148  -2.561  -1.253
H  1.751  -3.375  -1.606
H  -1.199  -3.287  -0.046
H  -1.167  -4.982  0.224
C  3.718  -0.873  1.490
C  2.998  -1.981  2.248
C  3.406  -3.393  1.823
O  3.260  -1.796  3.606
H  4.801  -1.001  1.480
H  3.499  0.171  1.713
H  3.347  -0.849  0.465
H  1.934  -1.778  2.130
H  2.878  -4.100  2.462
H  4.487  -3.502  1.916
H  3.078  -3.421  0.783
H  4.209  -1.648  3.582
C  -2.039  2.989  -0.819
C  -2.106  3.235  -2.277
C  -1.554  4.633  -2.688
O  -1.364  2.255  -2.942
H  -2.557  3.717  -0.194
H  -1.028  2.861  -0.435
H  -2.513  2.029  -0.612
H  -3.111  2.978  -2.612
H  -0.527  4.837  -2.385
H  -2.280  5.378  -2.362
H  -1.480  4.909  -3.740
H  -0.595  2.115  -2.385


Below is a structure of composition C17H51BrI3N20O14PS, with properties calculated with wB97M-V/def2-TZVPD.

Properties
HOMO in eV: -8.3455
DFT total energy in eV: -191403.6979
Net charge: 0
Kohn-Sham gap in eV: 8.5875

Positions of all 108 atoms, in Å:
C  -3.049  2.423  2.020
C  -1.704  2.605  1.286
I  -0.513  4.160  2.141
C  -0.953  1.302  1.031
I  0.370  1.538  -0.654
C  -0.154  0.581  2.132
C  1.311  1.027  2.367
C  1.904  1.031  3.803
I  3.893  0.166  3.545
P  2.156  2.745  4.568
O  3.175  2.320  5.766
Br  3.482  3.696  3.051
C  1.165  0.245  4.903
O  0.015  -0.485  4.436
S  -1.037  0.397  3.653
O  -1.198  1.637  4.348
O  -2.168  -0.456  3.431
H  -3.828  2.928  1.449
H  -3.033  2.810  3.034
H  -3.320  1.365  2.038
H  -1.934  3.012  0.306
H  -1.704  0.595  0.671
H  -0.100  -0.459  1.798
H  1.483  2.007  1.922
H  1.907  0.342  1.770
H  4.122  2.295  5.532
H  0.843  0.919  5.704
H  1.818  -0.486  5.368
C  6.668  0.887  6.695
O  6.108  1.329  5.701
N  6.606  1.516  7.908
N  7.386  -0.266  6.684
H  7.052  1.154  8.730
H  6.079  2.367  7.963
H  7.450  -0.765  5.818
H  7.846  -0.629  7.502
C  -3.111  -2.236  0.173
O  -3.848  -1.267  0.080
N  -3.036  -3.195  -0.804
N  -2.303  -2.439  1.256
H  -2.423  -3.987  -0.754
H  -3.626  -3.091  -1.613
H  -2.367  -1.780  2.017
H  -1.695  -3.231  1.340
C  -0.842  -1.928  -3.756
O  -0.491  -3.073  -3.477
N  -0.331  -1.216  -4.788
N  -1.817  -1.292  -3.035
H  -0.647  -0.298  -5.034
H  0.354  -1.659  -5.381
H  -2.231  -1.799  -2.278
H  -2.144  -0.366  -3.236
C  -5.307  -4.268  -4.241
O  -5.084  -3.071  -4.234
N  -6.473  -4.799  -3.758
N  -4.404  -5.172  -4.728
H  -6.675  -5.780  -3.755
H  -7.148  -4.158  -3.385
H  -3.531  -4.810  -5.068
H  -4.563  -6.161  -4.742
C  7.495  -1.449  10.478
O  8.398  -1.523  9.659
N  7.318  -0.341  11.262
N  6.602  -2.459  10.673
H  6.588  -0.256  11.943
H  7.982  0.403  11.163
H  6.710  -3.281  10.109
H  5.855  -2.417  11.339
C  -1.938  6.731  5.596
O  -2.358  7.157  4.537
N  -2.162  7.386  6.783
N  -1.214  5.578  5.700
H  -1.829  7.057  7.668
H  -2.691  8.236  6.742
H  -1.025  5.062  4.858
H  -0.864  5.224  6.569
C  -1.868  0.442  -7.987
O  -1.032  0.283  -7.103
N  -3.023  -0.272  -8.023
N  -1.703  1.332  -9.003
H  -3.714  -0.130  -8.735
H  -3.179  -0.938  -7.288
H  -0.874  1.897  -8.995
H  -2.393  1.471  -9.719
C  -5.658  2.230  -8.599
O  -4.635  2.104  -9.255
N  -6.010  3.421  -8.038
N  -6.520  1.196  -8.372
H  -6.838  3.552  -7.490
H  -5.390  4.196  -8.181
H  -6.296  0.305  -8.770
H  -7.356  1.285  -7.826
C  1.046  -2.450  -8.512
O  1.323  -2.529  -7.328
N  0.461  -1.348  -9.061
N  1.308  -3.478  -9.383
H  0.232  -1.270  -10.033
H  0.251  -0.586  -8.434
H  1.738  -4.300  -9.003
H  1.094  -3.443  -10.361
C  3.693  -1.952  -0.439
O  3.039  -1.000  -0.058
N  3.302  -2.730  -1.493
N  4.870  -2.316  0.161
H  3.825  -3.518  -1.825
H  2.440  -2.487  -1.949
H  5.173  -1.758  0.938
H  5.427  -3.094  -0.134


| no. | strongest force on any atom (eV/Å) |
| --- | --- |
| 1 | 1.57 |
| 2 | 1.58 |
| 3 | 3.15 |
| 4 | 7.03 |
| 5 | 0.76 |